(1)
{"formula": "C29H50BNO3P", "method": "wB97M-V/def2-TZVPD", "spin_multiplicity": 1, "e_homo_ev": -9.8702, "gap_ev": 6.829, "fmax_ha_per_bohr": 0.024, "energy_ha": -1781.40739, "total_charge": 1, "elements": ["H", "P", "H", "H", "H", "H", "H", "H", "C", "C", "H", "H", "H", "C", "H", "H", "C", "C", "H", "C", "O", "H", "H", "C", "H", "B", "H", "H", "H", "H", "C", "H", "H", "H", "C", "H", "H", "H", "N", "H", "C", "H", "H", "C", "C", "C", "O", "C", "H", "H", "C", "H", "C", "C", "C", "H", "H", "H", "O", "H", "C", "H", "C", "H", "C", "H", "H", "H", "C", "H", "H", "C", "H", "C", "C", "H", "C", "H", "H", "C", "H", "C", "H", "H", "C"], "coordinates": [[-0.83846, -1.51095, -4.28450], [1.79112, 2.00604, -2.11380], [5.17070, -3.19304, 0.02222], [-0.94730, 1.05666, -4.59162], [-4.20221, 3.28005, 3.51981], [2.99727, -4.44634, -0.24968], [-0.65966, 4.23064, 5.10409], [4.14083, -4.86013, -2.91519], [-5.94480, 3.25073, 5.27117], [-2.79590, 4.75018, 2.73028], [5.68029, -1.74908, -2.40383], [0.66952, -2.31067, -4.65357], [-0.63824, 4.64639, 2.83188], [-0.47114, -4.81000, -1.75151], [-6.22174, 3.87155, 4.41703], [0.84054, -4.90603, 1.31477], [1.53233, -1.35853, 0.33444], [2.89335, -0.71770, -2.07557], [-0.25500, -1.53675, -6.72803], [2.04007, 0.32499, -1.43617], [3.51827, -4.12605, -2.92733], [-4.16103, 5.51645, 4.95575], [-6.86355, 2.96218, 5.77802], [-2.41871, 2.73715, 5.79667], [-0.29801, -3.28865, -6.74316], [3.99110, -3.06347, -2.21250], [-1.77713, -2.33457, -6.46648], [2.68355, -3.62720, 1.30752], [-1.84737, -3.58429, -3.62481], [-0.95732, -5.66291, -2.22637], [-3.15304, 3.54410, 3.57260], [-2.14419, 3.06025, 6.79810], [-0.77125, -4.48175, -4.75914], [-2.73225, 4.50576, 1.67240], [-5.03608, 4.00409, 6.24328], [0.38163, 2.13596, -4.96291], [-2.54588, 2.68038, 3.30256], [-3.54406, 5.53616, 2.83989], [-2.77086, 3.93639, 4.98440], [0.70111, 0.48080, -4.42609], [6.01821, -2.98014, -0.63028], [-4.70942, 3.33127, 7.03787], [2.70984, 3.21484, -3.96946], [0.60130, -5.37096, -0.79454], [3.00605, -2.06293, -1.47162], [-0.41554, -2.39569, -4.76290], [3.50958, -0.48398, -3.09697], [-3.84330, 4.75557, 5.66781], [2.79266, 1.47696, -4.32456], [0.53338, -3.03420, -2.51044], [5.54611, -2.78694, -2.10536], [6.09978, -3.42593, -2.79087], [1.42731, 0.00304, -0.27513], [0.63330, 0.93634, 0.45705], [2.34250, -2.39810, -0.35487], [0.94916, -4.58592, -3.30215], [-0.12737, 2.41590, 1.97974], [-3.33994, 5.25942, 6.49192], [0.96667, -1.57776, 1.38476], [-3.26942, 2.06299, 5.83112], [-1.45398, 5.18575, 3.31214], [-0.40691, 1.09864, -2.21667], [-1.52265, 4.81404, 4.79682], [6.44776, -2.05173, -0.26437], [-0.83918, -3.67934, -4.02626], [1.50262, -5.65320, -1.33717], [0.16897, -3.63229, 0.36108], [-1.17311, -4.21100, -1.17419], [2.35056, -3.74977, 0.27670], [-5.63691, 4.76746, 6.74158], [0.18450, -6.27636, -0.35189], [0.22858, 1.75948, 1.22850], [-0.44478, 2.78170, -2.71716], [0.08706, 1.84304, -2.84311], [0.93930, -4.39752, 0.35907], [-1.60912, 5.67900, 5.44661], [0.14807, -3.98431, -2.88065], [-1.26576, 6.24622, 3.16301], [3.92158, 2.22245, -3.17838], [0.05733, 1.34712, -4.28716], [-5.48951, 2.32980, 4.90425], [2.90118, 2.22713, -3.55206], [-1.57926, 2.23513, 5.32363], [6.72700, -3.79543, -0.53474], [-0.71071, -2.40858, -6.25533]], "forces_ev_per_angstrom": [[-0.086, 0.026, 0.024], [0.017, 0.689, 0.331], [0.024, -0.105, 0.145], [-0.106, 0.025, 0.047], [0.014, -0.102, 0.156], [0.291, 0.120, 0.028], [-0.023, -0.005, 0.089], [0.214, 0.129, -0.566], [0.089, 0.014, 0.049], [0.057, 0.061, 0.032], [0.204, 0.036, -0.128], [0.080, 0.070, 0.043], [-0.009, -0.005, -0.007], [1.171, -0.243, -0.378], [-0.017, -0.015, -0.010], [0.126, -0.076, 0.072], [-0.075, 0.121, 0.312], [0.229, 0.013, 0.126], [0.044, 0.019, -0.069], [-0.218, -0.003, -0.213], [-0.559, -0.183, 0.834], [0.029, -0.024, -0.049], [-0.006, 0.012, 0.010], [-0.117, 0.009, -0.031], [-0.052, -0.142, 0.027], [0.783, 0.264, -0.477], [-0.096, -0.236, -0.005], [0.294, -0.027, -0.004], [-0.192, -0.149, -0.202], [-0.404, 0.065, 0.101], [-0.171, 0.141, -0.214], [-0.017, -0.035, 0.024], [-0.427, -0.267, 0.110], [-0.034, -0.063, 0.010], [-0.168, -0.201, -0.132], [0.108, -0.048, -0.130], [0.009, -0.017, 0.038], [-0.023, -0.020, -0.027], [0.383, 0.023, -0.080], [0.059, -0.048, -0.012], [-0.354, 0.355, -0.408], [0.024, 0.042, 0.031], [-0.107, 0.101, 0.066], [-0.624, 0.291, 0.511], [-0.204, -0.566, -0.178], [0.257, -0.421, -0.079], [-0.066, -0.029, -0.079], [-0.171, 0.001, 0.209], [0.081, -0.028, -0.091], [0.270, -0.041, 0.136], [-0.550, -0.313, 0.646], [0.142, 0.049, -0.072], [-0.127, -0.146, -0.617], [0.578, 0.142, 0.310], [0.027, 0.196, -0.375], [0.407, 0.309, 0.047], [-0.085, 0.157, -0.094], [0.034, 0.028, -0.033], [0.079, -0.075, 0.029], [-0.004, 0.001, 0.040], [0.074, 0.046, -0.059], [-0.134, 0.130, 0.173], [0.018, 0.022, -0.170], [0.281, -0.102, 0.151], [0.720, 0.593, 0.143], [0.013, -0.058, -0.137], [0.028, 0.192, 0.159], [-0.358, -0.143, -0.081], [-0.812, -0.106, 0.464], [0.096, 0.080, 0.013], [0.148, -0.126, 0.016], [-0.325, -0.085, 0.149], [0.002, 0.129, -0.035], [0.210, -0.752, -0.102], [0.086, -0.140, -0.528], [-0.053, -0.035, 0.054], [-0.941, -0.211, -0.153], [0.020, 0.007, 0.070], [0.096, -0.056, -0.057], [-0.084, 0.257, -0.018], [-0.025, 0.002, -0.041], [-0.114, -0.171, 0.051], [0.014, 0.000, 0.001], [0.142, 0.014, 0.058], [-0.136, 0.637, 0.008]]}

***

(2)
{"formula": "C29H50Br16FNO4P", "method": "wB97M-V/def2-TZVPD", "spin_multiplicity": 1, "e_homo_ev": -10.7254, "gap_ev": 6.180, "e_above_lowest_kj_mol": 433.8, "fmax_ha_per_bohr": 0.115, "energy_ha": -43115.78095, "total_charge": 1, "elements": ["C", "C", "C", "H", "H", "Br", "H", "C", "C", "H", "H", "H", "C", "C", "H", "C", "C", "H", "N", "Br", "C", "H", "H", "H", "C", "C", "Br", "Br", "H", "H", "C", "H", "H", "O", "H", "Br", "Br", "H", "Br", "H", "H", "H", "C", "H", "H", "C", "C", "H", "H", "P", "O", "Br", "F", "H", "Br", "C", "H", "H", "Br", "H", "C", "C", "C", "H", "Br", "H", "H", "H", "C", "C", "H", "H", "H", "C", "C", "C", "C", "H", "Br", "C", "H", "H", "H", "H", "Br", "C", "Br", "H", "O", "O", "H", "H", "H", "Br", "C", "H", "Br", "H", "H", "H", "H", "H"], "coordinates": [[-6.34785, -4.17657, 7.18999], [-5.27569, 1.83964, 0.96896], [0.41971, 1.76860, -0.24873], [-5.10956, -5.93928, 7.53614], [-6.21468, 2.19694, 1.53287], [-0.69448, -3.40142, -0.86408], [-3.73772, 1.86535, -2.50067], [-7.91261, -8.99107, 7.70823], [-2.40311, -4.01375, -1.57614], [-1.22325, 6.40456, 3.23785], [0.84096, -0.05814, 0.81468], [-6.62858, -3.51233, 6.37237], [-2.18672, -0.24642, 6.40449], [1.41944, 4.10133, -1.38399], [0.75821, 4.91193, 2.42075], [-3.62701, -0.67742, 6.28400], [-7.18608, -10.22915, 7.24687], [-2.59532, -4.96393, -1.07524], [2.53798, 1.35677, 0.88374], [8.73764, 5.16969, -5.10338], [5.37778, 1.24575, -5.17670], [3.76185, 2.25077, -4.17570], [-8.19242, -8.32598, 6.89114], [-0.28203, 1.76739, 0.67640], [4.21258, -2.47909, -7.45038], [-5.62174, -5.41493, 6.73023], [5.76160, 3.52394, -3.48176], [2.07363, -1.19172, -8.85717], [3.11786, 3.39894, 1.31541], [-5.96686, 2.71926, -1.05098], [1.47954, 0.61595, 0.13339], [3.27975, 0.86514, 1.42237], [8.95645, 4.51227, -7.96803], [-1.50871, 0.40452, -1.23364], [-3.76918, -1.75155, 6.40802], [-4.27633, -4.98597, 5.38494], [-5.83989, -9.79840, 5.90395], [-7.87326, -10.91601, 6.75039], [10.54286, 2.73907, -7.21465], [-4.24923, -0.14821, 7.00739], [-2.01945, 0.04275, 1.49686], [1.14246, 6.06509, 3.71833], [-0.62389, 1.52390, -1.44457], [-1.85463, -0.30186, 7.44240], [3.73569, -3.39061, -7.81050], [-2.84301, 0.60665, 0.92025], [-2.33575, -4.20431, -3.07059], [-3.20538, -4.75828, -3.42733], [4.18599, -0.33182, -7.84402], [2.12425, -0.55583, -1.20043], [0.95288, -1.07861, -2.29688], [-6.81993, -7.94843, 8.94146], [1.54344, 3.38322, -2.62331], [10.06321, 6.51075, -6.69815], [-5.25385, -3.13253, 8.42070], [-0.92249, 5.46233, 3.69883], [-7.24024, -4.44225, 7.75911], [0.53421, 3.74093, 0.67770], [-2.40426, -2.49458, -4.00524], [10.63243, 4.88837, -8.42732], [2.41501, 2.67997, 0.78068], [-3.84914, 1.65028, -1.37949], [3.94738, -1.28001, -8.32634], [-0.00794, 1.40403, -2.41474], [6.75362, 1.64335, -6.49961], [5.28534, -2.65117, -7.34881], [5.86622, 0.71196, -4.36122], [11.10134, 5.31402, -5.89095], [1.17441, 3.17909, -0.10124], [-5.10336, 2.12642, -0.56847], [4.50417, -1.35634, -9.26147], [-3.15459, -3.28695, -1.26718], [4.26803, -0.30144, -1.49964], [10.15454, 5.46217, -6.41027], [-4.11901, 1.06461, 1.66261], [9.98514, 4.56477, -7.61069], [2.75570, 5.03136, -1.26875], [4.68479, 0.57119, -5.68197], [-2.04262, 4.10524, 2.85893], [0.54118, 5.19458, 3.45100], [3.12543, 5.14159, -0.19348], [-6.67435, -10.75479, 8.05322], [2.48749, 6.06586, -1.67244], [0.54854, 4.85729, -1.46705], [-1.00305, -1.45016, 5.42833], [-2.71433, 0.89450, -0.61896], [-4.36193, -0.20447, 4.54009], [-4.21708, 0.86572, 2.78389], [3.50208, 0.15400, -1.93731], [2.64294, -1.82048, -0.46001], [-2.00361, 0.75806, 6.02208], [3.53750, 4.55486, -1.97229], [-1.42842, -4.71067, -3.40046], [1.20367, 3.75352, 4.58539], [4.66867, 2.49907, -4.73029], [-6.30887, -6.10300, 6.23535], [3.57218, -2.18421, -5.63166], [-1.22431, 2.50136, -1.59318], [1.11668, -2.05744, -2.40407], [-1.18550, 5.48045, 4.75646], [-8.80551, -9.25744, 8.27605], [4.41431, 3.16788, -5.55265]], "forces_ev_per_angstrom": [[-0.130, -0.015, 0.194], [3.726, -1.263, -2.688], [-1.519, -0.069, 1.549], [-0.117, 0.144, -0.128], [1.817, -0.715, -1.033], [-0.096, -0.080, 0.131], [-0.269, -0.397, 1.959], [-0.096, 0.002, 0.265], [0.067, -0.177, 0.125], [0.104, -0.076, 0.057], [1.617, 0.595, -0.887], [0.103, -0.144, 0.071], [0.142, -0.110, 0.088], [1.065, 1.812, 0.268], [-0.156, 0.121, 0.150], [-0.147, 0.122, 0.087], [0.017, -0.096, -0.295], [0.037, 0.078, -0.097], [-0.773, 2.289, -0.790], [0.102, -0.046, -0.035], [0.024, -0.016, -0.347], [0.100, -0.045, -0.055], [0.089, -0.171, 0.062], [1.084, -0.027, -1.345], [0.247, 0.012, 0.110], [0.044, -0.047, -0.260], [-0.026, 0.025, -0.014], [0.083, 0.073, 0.098], [-0.840, -1.332, -0.682], [1.772, -1.160, 0.522], [-2.635, 0.298, -0.681], [-0.705, 0.553, -0.435], [0.133, 0.059, 0.146], [-0.981, 2.294, 0.636], [0.108, 0.193, -0.053], [0.024, 0.045, 0.092], [-0.007, 0.009, 0.125], [0.015, 0.117, 0.077], [-0.122, 0.056, -0.027], [0.109, -0.057, -0.042], [-1.498, 0.943, -1.144], [-0.103, -0.062, -0.031], [1.518, 1.301, -1.366], [-0.110, -0.026, -0.093], [0.010, 0.205, 0.017], [-2.867, 1.801, -1.950], [-0.214, 0.104, -0.178], [0.076, 0.044, 0.113], [0.018, -0.189, -0.036], [2.665, -5.266, 0.190], [2.439, 1.772, 1.607], [-0.078, 0.007, -0.033], [-0.454, 0.502, 2.058], [0.016, -0.131, -0.038], [-0.064, -0.013, -0.003], [-0.244, 0.025, -0.277], [0.122, -0.044, -0.048], [1.034, -0.345, -1.407], [0.126, -0.071, 0.037], [-0.052, 0.023, 0.123], [0.001, -0.855, -0.588], [-0.070, -0.603, 3.600], [-0.160, -0.043, -0.260], [-1.206, -0.261, 1.404], [0.013, -0.060, 0.132], [-0.105, 0.068, -0.034], [-0.113, 0.134, -0.084], [-0.135, -0.060, -0.145], [0.012, -1.417, 0.952], [1.865, -1.459, 2.038], [-0.004, -0.040, 0.144], [0.126, -0.068, -0.136], [-0.914, 0.235, -0.551], [-0.182, 0.229, 0.073], [-0.108, 1.078, -2.889], [0.226, -0.137, -0.118], [-0.684, -0.478, -0.639], [-0.011, 0.113, 0.177], [0.111, -0.077, -0.008], [0.164, 0.145, 0.353], [-0.427, -0.168, -1.539], [-0.104, 0.166, -0.073], [0.529, -1.454, 0.601], [1.049, -1.789, -0.050], [-0.013, 0.123, -0.068], [-2.851, 0.457, 2.750], [0.016, -0.678, 0.988], [0.409, 0.676, -2.550], [-2.227, -0.670, 1.319], [-1.248, 3.572, -1.452], [-0.103, -0.148, 0.028], [-1.031, 0.796, 1.391], [-0.122, 0.078, 0.139], [0.039, -0.085, -0.241], [-0.200, -0.061, 0.210], [0.042, 0.080, 0.089], [-0.065, -0.055, -0.017], [0.932, -1.527, 0.416], [-0.201, 0.994, 0.316], [0.159, -0.024, -0.143], [0.108, -0.022, -0.070], [0.129, -0.139, 0.078]]}